1.
Entry from the Open Molecules 2025 dataset: 9 unconnected molecules or ions with the total composition C42H63F3O12S6 in a non-equilibrium geometry (ωB97M-V/def2-TZVPD).

The SMILES is O=S1(=O)CCCC1.O=S1(=O)CCCC1.O=S1(=O)CCCC1.O=S1(=O)CCCC1.O=S1(=O)CCCC1.O=S1(=O)CCCC1.Fc1ccccc1.Fc1ccccc1.Fc1ccccc1. Its lowest unoccupied orbital energy is 0.3 eV. As for the relative energy (zero: lowest compared OMol25 entry of this formula, charge and spin): 19.58 kcal/mol. Its HOMO-LUMO gap is 9.5 eV.

Each line ends with the Mulliken charge.
Atoms and positions in Å:
O (13.9650, 47.1890, 14.6670)  -0.52
S (13.2130, 47.8610, 15.7660)  1.07
O (11.8090, 47.4540, 15.9950)  -0.76
C (14.1440, 47.6080, 17.1590)  0.11
C (14.4840, 49.1010, 17.5380)  -0.81
C (13.6410, 50.0740, 16.7940)  -0.55
C (13.4660, 49.5910, 15.4870)  -0.59
H (14.9650, 46.7530, 17.0440)  -0.02
H (13.3550, 47.3520, 17.9230)  0.21
H (14.6590, 49.4890, 18.5590)  0.38
H (15.5240, 49.2880, 17.2580)  0.25
H (13.9770, 51.1550, 16.9750)  0.33
H (12.6370, 49.9780, 17.2190)  0.28
H (14.2800, 49.5490, 14.7030)  0.23
H (12.4670, 49.8640, 14.7860)  0.33
O (16.8790, 48.6450, 14.5430)  -0.67
S (17.6430, 47.8030, 13.8070)  1.21
O (18.3390, 46.7890, 14.6030)  -0.64
C (16.7600, 46.9860, 12.4770)  0.63
C (17.7530, 47.1780, 11.2850)  -0.68
C (18.3300, 48.5760, 11.5660)  -0.66
C (18.8070, 48.6270, 12.9130)  -0.82
H (15.6430, 47.4570, 12.5850)  0.35
H (16.3330, 45.9060, 12.7340)  -0.76
H (18.4550, 46.4180, 11.3710)  0.38
H (17.2350, 47.1140, 10.2870)  0.26
H (17.4130, 49.2710, 11.2290)  0.27
H (19.1250, 48.8580, 10.7110)  0.33
H (18.7660, 49.6300, 13.1620)  0.38
H (19.8640, 48.3850, 12.8410)  0.34
O (10.5940, 41.4680, 18.4310)  -0.49
S (9.6630, 40.7790, 17.5690)  1.05
O (8.6130, 41.5430, 16.7850)  -0.73
C (10.5660, 39.8990, 16.3770)  0.47
C (10.1090, 38.4410, 16.5640)  -1.14
C (9.6700, 38.2240, 17.9880)  -0.49
C (8.9410, 39.4120, 18.3620)  -0.69
H (11.5110, 40.0920, 16.6980)  -0.02
H (10.2840, 40.3100, 15.3270)  -0.21
H (9.3500, 38.2680, 15.9680)  0.55
H (10.9850, 37.9290, 16.5610)  0.42
H (10.5670, 38.0230, 18.5900)  0.23
H (9.0860, 37.2220, 18.0340)  0.33
H (8.7550, 39.5600, 19.4920)  0.37
H (7.9080, 39.3370, 17.9490)  0.33
O (14.6510, 42.0520, 9.1260)  -0.76
S (15.7300, 42.1820, 10.0330)  1.40
O (15.6530, 41.4980, 11.2820)  -0.68
C (17.1390, 41.6470, 9.1530)  -0.95
C (17.9600, 42.9330, 9.1200)  -0.19
C (17.0500, 44.1850, 9.1620)  -0.37
C (16.0820, 43.9830, 10.0800)  0.25
H (16.7220, 41.2870, 8.1290)  0.31
H (17.5850, 40.7410, 9.5650)  0.43
H (18.4650, 42.9850, 10.2070)  -0.21
H (18.7260, 43.1090, 8.3430)  0.49
H (16.4570, 44.2640, 8.1740)  0.30
H (17.7150, 45.0000, 9.4630)  0.07
H (15.0680, 44.5470, 10.0620)  0.36
H (16.2070, 44.0660, 11.0680)  -0.46
O (13.5210, 41.9670, 15.6620)  -0.64
S (14.1070, 43.2240, 15.9430)  1.68
O (13.2950, 44.3040, 16.4410)  -0.55
C (15.5780, 43.0320, 16.9680)  -0.55
C (16.6540, 43.1040, 16.0240)  -1.40
C (16.2320, 44.1060, 14.9850)  1.56
C (14.9380, 43.7690, 14.4670)  0.27
H (15.5690, 42.1160, 17.4310)  0.24
H (15.5650, 43.7500, 17.6300)  0.34
H (17.5880, 43.5040, 16.4820)  0.27
H (16.7510, 42.2490, 15.6090)  0.68
H (17.1510, 44.0220, 14.1060)  -1.11
H (16.0100, 45.1030, 15.2680)  -0.43
H (14.9470, 42.9040, 13.7200)  -0.15
H (14.5520, 44.7240, 13.9440)  -0.23
O (10.9930, 44.6500, 10.9100)  -0.82
S (11.9060, 44.1000, 11.8960)  1.10
O (13.3200, 44.4900, 11.9380)  -0.37
C (11.2170, 44.0970, 13.4630)  0.04
C (10.8350, 42.6660, 13.8070)  -0.09
C (11.7680, 41.8270, 12.9000)  0.00
C (11.8830, 42.2980, 11.6580)  -0.90
H (10.4080, 44.8760, 13.5820)  0.45
H (12.1100, 44.2970, 14.1140)  -0.37
H (11.2320, 42.2840, 14.8470)  -0.42
H (9.8450, 42.3510, 13.6950)  0.58
H (11.4850, 40.6650, 13.0690)  0.27
H (12.7490, 41.6850, 13.2290)  -0.02
H (10.9470, 42.3030, 10.9660)  0.27
H (12.7300, 42.0550, 11.0550)  0.40
F (22.9800, 41.5750, 12.6380)  -0.29
C (22.1020, 42.2740, 13.4020)  0.27
C (22.4050, 42.7690, 14.6150)  -0.48
C (21.5010, 43.6570, 15.3470)  -0.75
C (20.3610, 44.0130, 14.7380)  0.25
C (19.9490, 43.4310, 13.5420)  0.28
C (20.7960, 42.5730, 12.8360)  -0.51
H (23.4400, 42.8540, 14.9700)  0.29
H (21.7970, 44.1110, 16.1340)  0.68
H (19.6640, 44.9770, 15.2260)  -0.03
H (18.9340, 43.4570, 13.0690)  -0.09
H (20.5330, 42.3100, 11.8330)  0.39
F (15.7510, 45.7900, 19.3140)  -0.35
C (14.6630, 45.8470, 20.1630)  0.45
C (14.6080, 46.8570, 21.1220)  -0.46
C (13.4440, 46.8740, 21.9660)  -0.76
C (12.4470, 45.8980, 21.7340)  -0.56
C (12.5520, 44.9750, 20.7620)  -0.71
C (13.6520, 44.8920, 20.0160)  0.59
H (15.4610, 47.4740, 21.3760)  0.47
H (13.5630, 47.5380, 22.6950)  0.55
H (11.4370, 46.0860, 22.2020)  0.26
H (11.7260, 44.3000, 20.7580)  0.51
H (13.7290, 43.9000, 19.4630)  0.07
F (13.8830, 38.9260, 17.5140)  -0.22
C (14.3390, 39.1900, 18.7070)  0.17
C (15.0360, 38.2710, 19.5120)  -0.22
C (15.6210, 38.5890, 20.7100)  -0.81
C (15.2630, 39.8320, 21.2530)  -0.36
C (14.5350, 40.8270, 20.5720)  -0.74
C (14.0750, 40.4350, 19.2930)  0.67
H (14.9810, 37.2060, 19.0950)  0.26
H (16.1150, 37.8600, 21.2610)  0.44
H (15.7180, 40.0190, 22.1950)  0.37
H (14.3200, 41.7580, 21.0950)  0.45
H (13.3770, 41.0390, 18.5930)  0.04

2.
Entry from the Open Molecules 2025 dataset: 2 unconnected molecules or ions with the total composition ClHNO in a non-equilibrium geometry (ωB97M-V/def2-TZVPD).

As for the charge: -1. Its lowest unoccupied orbital energy (spin up / spin down) is 3.1 / 4.1 eV. As for the relative energy (zero: lowest compared OMol25 entry of this formula, charge and spin): 98.37 kcal/mol. Its HOMO-LUMO gap (spin up / spin down) is 4.9 / 7.8 eV.

Each line ends with the Mulliken charge.
Atoms and positions in Å:
N (1.8984, -0.8433, 0.0192)  -0.39
O (-0.5736, 0.7088, 0.0438)  -0.88
Cl (2.9749, 0.2965, 0.0114)  -0.04
H (0.0772, 0.0609, 0.0818)  0.31

3.
Entry from the Open Molecules 2025 dataset: a molecular structure, C15H27AlNO10 (ωB97M-V/def2-TZVPD).

As for the charge: -1. Its lowest unoccupied orbital energy is 2.2 eV. Its HOMO-LUMO gap is 6.7 eV.

Each line ends with the Mulliken charge.
Atoms and positions in Å:
C (2.8148, -0.7565, 1.4489)  -1.05
C (1.5683, -1.3212, 0.7524)  -0.52
N (0.3840, -0.4604, 0.8246)  0.30
C (-0.7869, -1.1413, 0.2066)  -0.37
C (-1.8365, -1.5776, 1.2411)  -1.06
Al (-3.3409, -0.2159, 1.3041)  0.15
C (0.6333, 0.8176, 0.2210)  0.46
C (0.7853, 1.9866, 1.1710)  -1.25
O (0.7302, 0.9691, -0.9833)  -0.65
H (3.7141, -1.0937, 0.9232)  0.26
H (2.8762, -1.0987, 2.4869)  0.24
H (2.8364, 0.3362, 1.4574)  0.34
H (1.2851, -2.2576, 1.2480)  0.37
H (1.8012, -1.5830, -0.2926)  0.36
H (-1.2249, -0.4595, -0.5337)  0.30
H (-0.4124, -1.9981, -0.3788)  0.16
H (-2.2171, -2.5809, 1.0072)  0.35
H (-1.3673, -1.6272, 2.2337)  0.35
H (-2.6660, 1.2683, 1.4916)  -0.25
H (-4.3692, -0.5250, 2.5311)  -0.33
H (-4.0839, -0.2013, -0.1409)  -0.21
H (1.7717, 2.4342, 0.9956)  0.30
H (-0.0048, 2.7217, 1.0030)  0.40
H (0.7265, 1.6388, 2.2043)  0.35
C (2.1325, -5.4770, -1.2483)  -0.33
C (3.0577, -6.5729, -0.7493)  -0.35
O (4.1141, -5.8259, -0.1393)  -0.37
C (3.6312, -4.6019, 0.2020)  0.60
O (4.1991, -3.8100, 0.8764)  -0.47
O (2.4054, -4.4179, -0.3321)  -0.20
H (1.0777, -5.7328, -1.2045)  0.32
H (2.3873, -5.1431, -2.2557)  0.25
H (2.5865, -7.1978, 0.0115)  0.25
H (3.4628, -7.2003, -1.5387)  0.29
C (1.0005, 6.6829, 1.6822)  -0.32
C (2.1962, 6.0598, 2.3792)  -0.30
O (1.5781, 5.2777, 3.3988)  -0.34
C (0.3029, 4.9874, 3.0135)  0.70
O (-0.4094, 4.2198, 3.5572)  -0.47
O (-0.0218, 5.7185, 1.9143)  -0.32
H (1.1380, 6.8185, 0.6126)  0.29
H (0.7032, 7.6303, 2.1374)  0.26
H (2.7603, 5.3979, 1.7191)  0.24
H (2.8678, 6.7855, 2.8311)  0.29
C (-3.4080, 0.5210, -3.2296)  -0.34
C (-3.9975, 1.1319, -4.4861)  -0.27
O (-4.6757, 0.0172, -5.0784)  -0.35
C (-4.9513, -0.8832, -4.0891)  0.61
O (-5.6525, -1.8319, -4.2388)  -0.56
O (-4.3285, -0.5325, -2.9568)  -0.19
H (-3.3702, 1.1870, -2.3721)  0.30
H (-2.4191, 0.0903, -3.3968)  0.23
H (-4.7306, 1.9098, -4.2635)  0.25
H (-3.2536, 1.5172, -5.1790)  0.28

E values, unit eV, following the record order: -142293.88108 -16071.43872 -44554.94185.